Entry from the OMol25 dataset: a cluster of 8 separate species, C24H70N6O8 in total in a non-equilibrium geometry (wB97M-V/def2-TZVPD).

Geometry (Å):
C (2.415, -0.294, -2.537)
O (2.083, -0.200, -3.945)
C (2.321, -1.457, -4.654)
C (2.012, -1.308, -6.164)
C (2.362, -2.518, -7.045)
N (2.664, -0.131, -6.663)
H (2.031, -1.176, -2.025)
H (2.099, 0.651, -2.095)
H (3.482, -0.223, -2.329)
H (3.360, -1.727, -4.461)
H (1.657, -2.204, -4.220)
H (0.994, -0.963, -6.346)
H (2.111, -2.407, -8.100)
H (1.910, -3.391, -6.575)
H (3.440, -2.672, -7.009)
H (2.511, 0.747, -6.187)
H (3.620, -0.283, -6.377)
C (7.173, 2.301, -1.821)
O (6.090, 2.563, -0.978)
C (5.324, 1.385, -0.562)
C (4.169, 1.679, 0.483)
C (4.617, 2.051, 1.943)
N (3.334, 0.506, 0.561)
H (7.718, 3.229, -1.996)
H (6.852, 2.031, -2.827)
H (7.894, 1.638, -1.343)
H (4.860, 0.978, -1.460)
H (6.062, 0.701, -0.143)
H (3.592, 2.526, 0.111)
H (5.294, 1.329, 2.399)
H (3.749, 2.096, 2.601)
H (5.098, 3.027, 1.880)
H (2.896, 0.677, 1.454)
H (4.007, -0.236, 0.693)
C (-2.309, 0.946, 1.576)
O (-3.030, 1.144, 2.752)
C (-4.409, 0.827, 2.574)
C (-5.225, 0.888, 3.846)
C (-4.750, 0.069, 4.982)
N (-6.587, 0.383, 3.457)
H (-2.610, 1.660, 0.808)
H (-2.358, -0.022, 1.077)
H (-1.260, 1.175, 1.762)
H (-4.819, 1.661, 2.004)
H (-4.637, -0.024, 1.933)
H (-5.288, 1.939, 4.126)
H (-5.218, 0.404, 5.908)
H (-3.684, 0.242, 5.128)
H (-4.845, -1.004, 4.821)
H (-7.007, 0.288, 4.371)
H (-6.632, -0.551, 3.077)
C (-2.689, -2.781, 4.058)
O (-2.440, -3.349, 2.743)
C (-1.268, -2.970, 2.023)
C (-1.484, -2.996, 0.503)
C (-1.864, -4.377, -0.088)
N (-0.333, -2.497, -0.225)
H (-2.936, -1.719, 4.053)
H (-1.844, -2.987, 4.716)
H (-3.595, -3.263, 4.423)
H (-1.046, -1.932, 2.273)
H (-0.429, -3.632, 2.238)
H (-2.329, -2.315, 0.399)
H (-1.725, -4.369, -1.169)
H (-2.829, -4.696, 0.306)
H (-1.186, -5.152, 0.271)
H (-0.515, -2.463, -1.218)
H (-0.197, -1.513, -0.047)
C (1.347, 4.254, 2.225)
O (1.730, 3.321, 3.228)
C (0.874, 2.147, 3.153)
C (1.273, 1.035, 4.172)
C (0.609, -0.341, 3.841)
N (1.019, 1.520, 5.506)
H (2.034, 5.093, 2.328)
H (0.311, 4.571, 2.343)
H (1.435, 3.818, 1.229)
H (-0.176, 2.440, 3.174)
H (1.118, 1.676, 2.201)
H (2.340, 0.815, 4.122)
H (0.671, -1.167, 4.549)
H (1.103, -0.620, 2.910)
H (-0.445, -0.169, 3.621)
H (1.186, 2.515, 5.541)
H (0.024, 1.556, 5.676)
C (-4.568, 0.955, -2.058)
O (-3.202, 0.717, -2.341)
C (-2.807, -0.660, -2.216)
C (-1.495, -0.877, -3.057)
C (-1.627, -0.428, -4.526)
N (-1.138, -2.284, -3.201)
H (-5.190, 0.573, -2.867)
H (-4.810, 2.015, -1.979)
H (-4.925, 0.316, -1.251)
H (-2.667, -0.632, -1.135)
H (-3.614, -1.379, -2.358)
H (-0.634, -0.405, -2.585)
H (-0.653, -0.595, -4.984)
H (-1.866, 0.627, -4.660)
H (-2.449, -1.007, -4.946)
H (-0.181, -2.320, -3.523)
H (-1.567, -2.629, -4.047)
O (-0.293, 2.513, -0.602)
H (-0.580, 2.769, -1.478)
H (-0.628, 3.202, -0.028)
O (0.444, 0.088, 0.234)
H (1.400, 0.103, 0.194)
H (0.175, 0.932, -0.128)

Force components x, y, z for each atom (eV/Å):
0.25 0.96 -0.76
0.20 -1.20 0.14
-0.82 0.64 0.31
-0.82 1.42 0.15
0.28 0.23 1.22
2.43 0.48 -0.77
-0.38 0.06 -0.10
-0.70 -0.28 0.09
0.38 -0.58 -0.56
0.21 -0.30 -0.27
0.15 -0.35 0.17
-0.72 -1.06 0.59
-0.37 0.14 0.28
-0.13 -0.24 -0.41
0.18 -0.02 0.05
-1.06 -0.15 0.37
0.90 0.15 -0.61
0.19 0.56 -0.09
-1.45 -0.17 1.15
0.29 1.48 0.11
1.89 1.09 0.14
0.33 0.28 -1.35
-0.08 -0.14 -0.34
-0.15 0.27 0.35
-0.01 -0.78 -0.02
-0.05 -0.53 -0.29
-0.01 -0.28 0.04
-0.15 -0.47 0.14
-0.08 0.04 -0.19
0.22 -0.13 -0.30
-0.10 0.34 -0.16
0.08 0.02 0.43
-0.45 -0.82 0.27
-0.29 -0.73 0.26
0.85 0.96 -0.78
-0.57 -1.37 0.54
-0.09 1.76 -0.51
-0.86 -1.45 -1.41
1.62 0.01 0.98
-0.10 1.50 0.75
-0.33 0.28 -0.24
-0.25 -0.50 0.54
-0.10 -0.28 0.17
-0.20 0.16 -0.49
0.58 -0.71 0.37
-0.27 -0.03 0.10
-0.26 -0.35 0.06
0.23 0.06 0.14
-0.37 0.08 0.03
-0.81 0.01 -0.04
0.75 -0.16 -0.16
0.33 -0.63 -1.30
-0.62 0.11 0.30
0.02 0.24 -0.05
-0.79 -0.61 -0.43
0.45 0.24 1.14
0.51 0.17 0.40
0.49 0.21 -0.38
-0.02 0.08 0.18
0.20 -0.30 0.03
0.44 0.07 0.11
0.20 -0.01 0.43
-0.59 0.05 -0.38
-0.64 0.10 0.00
-0.28 0.12 -0.59
0.40 0.09 0.15
-0.38 -0.82 -0.18
0.22 0.05 0.61
0.50 -0.30 0.46
-1.05 -0.71 0.29
1.94 -0.99 -0.73
-0.52 0.28 0.31
-0.07 1.49 -0.69
-0.55 0.19 1.11
-0.21 0.06 -0.13
-0.15 0.20 0.20
0.18 -0.11 -0.21
-0.14 -0.12 0.32
-0.54 0.15 -0.65
0.27 0.51 -0.26
0.40 0.46 0.30
-0.31 -0.46 -0.11
-0.17 -0.14 -0.03
0.86 0.28 -0.06
-0.52 -0.70 0.05
-0.23 -1.16 -0.82
-0.39 0.61 -1.02
0.94 1.22 0.94
-0.83 0.03 -0.78
-0.26 1.28 0.89
0.11 -0.95 0.40
-0.05 0.08 -0.60
0.44 -0.12 0.45
0.16 0.51 0.85
0.84 -1.23 0.21
-0.06 -0.02 -0.84
-0.27 0.36 0.22
-0.27 -0.21 -0.28
-0.08 0.07 0.09
0.19 -0.07 -0.42
0.50 0.11 0.48
-0.76 -0.31 0.07
0.10 0.32 -0.12
-0.13 -0.09 -0.38
-0.10 0.13 0.30
-0.20 -0.12 0.41
0.72 -0.09 -0.16
-0.25 0.52 -0.19

Molecular weight   570.86 g mol⁻¹
SMILES string   COC[C@H](C)N.COC[C@H](C)N.COC[C@H](C)N.COC[C@H](C)N.COC[C@H](C)N.COC[C@H](C)N.O.O
E   -51338.4274 eV



Entry from the OMol25 dataset: a cluster of 8 separate species, C24H70N6O8 in total in a non-equilibrium geometry (wB97M-V/def2-TZVPD).

Geometry (Å):
C (4.065, -3.091, -2.732)
O (5.134, -2.162, -2.591)
C (5.150, -1.042, -3.465)
C (5.879, 0.081, -2.793)
C (5.063, 0.889, -1.786)
N (6.435, 0.981, -3.853)
H (3.135, -2.600, -2.430)
H (4.353, -3.973, -2.175)
H (3.940, -3.312, -3.799)
H (5.581, -1.437, -4.394)
H (4.115, -0.741, -3.697)
H (6.776, -0.257, -2.262)
H (5.643, 1.562, -1.156)
H (4.555, 0.205, -1.100)
H (4.257, 1.459, -2.257)
H (7.233, 0.482, -4.242)
H (6.892, 1.742, -3.349)
C (-5.693, -3.325, -6.452)
O (-4.505, -3.244, -5.714)
C (-4.639, -2.686, -4.427)
C (-3.256, -2.285, -3.941)
C (-3.233, -1.989, -2.423)
N (-2.678, -1.135, -4.657)
H (-6.380, -4.005, -5.929)
H (-5.471, -3.717, -7.442)
H (-6.229, -2.378, -6.595)
H (-5.211, -1.753, -4.502)
H (-5.009, -3.422, -3.705)
H (-2.550, -3.110, -4.057)
H (-2.998, -2.925, -1.916)
H (-4.174, -1.641, -1.988)
H (-2.452, -1.264, -2.207)
H (-3.278, -0.328, -4.494)
H (-2.761, -1.293, -5.660)
C (-4.097, 3.726, -0.854)
O (-4.424, 2.424, -1.303)
C (-4.207, 1.435, -0.341)
C (-5.333, 1.256, 0.665)
C (-4.879, 0.643, 1.988)
N (-6.315, 0.290, 0.070)
H (-4.587, 3.842, 0.120)
H (-4.413, 4.511, -1.530)
H (-3.027, 3.817, -0.638)
H (-3.981, 0.472, -0.799)
H (-3.287, 1.630, 0.233)
H (-5.864, 2.178, 0.920)
H (-4.133, 1.242, 2.514)
H (-4.468, -0.359, 1.840)
H (-5.700, 0.488, 2.692)
H (-7.123, 0.394, 0.682)
H (-6.638, 0.603, -0.841)
C (1.512, -1.014, 2.366)
O (1.029, -0.159, 1.362)
C (1.360, -0.592, 0.055)
C (1.066, 0.572, -0.888)
C (-0.317, 1.162, -0.882)
N (1.371, 0.191, -2.272)
H (0.835, -1.873, 2.469)
H (1.635, -0.573, 3.351)
H (2.460, -1.501, 2.102)
H (2.443, -0.745, -0.028)
H (0.793, -1.500, -0.169)
H (1.719, 1.422, -0.629)
H (-0.677, 1.130, 0.151)
H (-1.022, 0.539, -1.446)
H (-0.419, 2.158, -1.308)
H (2.376, 0.084, -2.389)
H (1.111, 0.971, -2.867)
C (2.280, -2.018, 6.404)
O (1.259, -2.198, 5.432)
C (0.801, -3.529, 5.450)
C (1.673, -4.580, 4.745)
C (0.971, -5.366, 3.607)
N (2.273, -5.520, 5.715)
H (1.921, -2.119, 7.430)
H (2.643, -0.998, 6.286)
H (3.104, -2.708, 6.208)
H (0.521, -3.832, 6.470)
H (-0.214, -3.550, 5.035)
H (2.505, -4.010, 4.308)
H (1.317, -4.920, 2.679)
H (-0.095, -5.450, 3.798)
H (1.340, -6.395, 3.594)
H (2.930, -5.050, 6.328)
H (2.819, -6.172, 5.160)
C (-0.439, 2.947, 2.546)
O (-0.349, 4.330, 2.749)
C (0.974, 4.745, 3.054)
C (1.123, 6.258, 2.904)
C (2.449, 6.721, 3.531)
N (0.055, 6.945, 3.669)
H (-0.051, 2.255, 3.299)
H (0.058, 2.682, 1.601)
H (-1.483, 2.719, 2.318)
H (1.220, 4.431, 4.074)
H (1.612, 4.296, 2.277)
H (1.007, 6.525, 1.852)
H (2.350, 7.782, 3.749)
H (3.338, 6.497, 2.944)
H (2.579, 6.200, 4.484)
H (0.110, 6.563, 4.616)
H (-0.824, 6.541, 3.341)
O (-0.100, -2.394, -3.476)
H (0.539, -1.717, -3.205)
H (-0.883, -1.891, -3.760)
O (1.841, 2.777, -3.524)
H (2.620, 2.410, -3.961)
H (1.713, 3.639, -3.937)

Force components x, y, z for each atom (eV/Å):
0.32 1.32 -1.12
0.27 0.04 0.95
-0.99 -1.49 0.17
1.57 1.37 -0.15
-0.78 -0.61 -0.04
-0.01 0.06 0.44
-0.14 -0.42 0.40
-0.32 -0.08 0.16
0.00 -0.41 0.08
0.28 0.77 -0.13
0.09 0.12 -0.04
-0.46 -0.81 0.23
0.25 0.03 -0.23
0.12 -0.10 0.03
0.17 0.13 -0.19
-0.22 0.01 -0.31
-0.25 0.13 -0.20
-0.60 -0.45 0.29
0.37 0.29 -0.39
0.99 0.07 -0.03
0.45 0.42 0.69
-0.26 -0.45 -0.19
-0.48 0.01 -0.30
-0.12 -0.01 -0.27
0.14 -0.12 0.09
0.31 0.20 0.23
-0.50 -0.23 0.36
-0.62 0.15 -0.15
-0.23 -0.14 -0.40
0.09 0.13 0.19
-0.09 0.17 -0.31
0.05 -0.04 0.08
0.21 0.04 0.18
0.19 -0.17 0.07
0.02 -0.64 1.41
-0.13 0.19 -1.14
1.01 0.09 1.41
-0.84 -1.07 -0.21
0.30 -0.39 0.14
-0.17 0.60 0.77
-0.09 0.55 -0.07
-0.16 -0.26 -0.31
0.14 -0.02 -0.29
-0.42 0.04 -0.42
0.04 0.38 -0.11
0.39 0.38 -0.33
0.02 0.13 -0.16
0.15 0.09 -0.21
-0.20 0.22 -0.19
-0.17 -0.49 -0.30
0.19 0.19 -0.01
-0.09 -1.55 -0.19
0.54 0.50 0.37
-0.41 0.94 0.15
0.48 0.90 -1.04
-1.32 -0.99 0.70
0.27 -0.59 -0.20
-0.19 0.10 0.21
-0.26 0.54 -0.19
0.22 0.43 -0.15
-0.02 -0.47 0.10
0.13 -0.04 -0.36
0.17 -0.35 0.48
-0.11 0.42 -0.11
0.17 -0.15 -0.03
0.43 0.11 0.15
-0.10 -0.02 0.05
-0.01 -0.14 0.00
0.01 0.51 -0.58
0.31 -0.26 0.40
-1.76 -0.63 0.15
0.86 0.20 0.29
0.98 -0.03 1.03
-0.33 -0.29 -0.27
-0.16 -0.27 0.00
0.09 -0.02 -0.02
0.13 -0.03 0.19
0.80 -0.13 0.23
0.28 0.41 -0.64
-0.24 0.17 -0.32
-0.87 0.07 -0.31
-0.14 0.33 -0.51
0.08 0.02 0.06
-0.09 0.08 0.02
0.05 -0.13 0.28
-0.39 -0.51 -1.71
0.05 0.34 0.71
-0.04 0.01 -1.19
-0.38 -0.04 1.26
-0.32 -0.37 -0.19
-0.26 -0.58 -0.20
0.00 0.49 0.46
0.34 -0.01 0.19
-0.09 0.01 0.48
0.27 -0.10 -0.08
0.39 -0.29 0.53
0.17 0.11 0.03
0.28 0.08 -0.16
-0.08 0.15 -0.17
-0.04 0.08 0.06
0.09 0.32 0.03
0.03 0.28 -0.05
-0.09 -0.01 -0.03
-0.18 0.18 0.12
0.39 0.09 -0.09
0.19 0.21 -0.20
-0.07 0.07 0.04
-0.02 -0.08 0.04

Molecular weight   570.86 g mol⁻¹
SMILES string   COC[C@H](C)N.COC[C@H](C)N.COC[C@H](C)N.COC[C@H](C)N.COC[C@H](C)N.COC[C@H](C)N.O.O
E   -51339.7005 eV



Entry from the OMol25 dataset: a cluster of 12 separate species, C24H71O12 in total in a non-equilibrium geometry (wB97M-V/def2-TZVPD).

Geometry (Å):
C (0.481, -0.131, -0.527)
C (-0.190, 1.246, -0.652)
O (-1.454, 1.342, -0.135)
H (0.637, -0.357, 0.534)
H (1.444, -0.170, -1.047)
H (-0.157, -0.919, -0.940)
H (-0.210, 1.419, -1.751)
H (0.469, 2.035, -0.251)
C (3.568, -0.194, 2.035)
C (3.226, -0.982, 3.293)
O (2.153, -0.437, 4.027)
H (2.699, 0.190, 1.500)
H (4.136, -0.786, 1.311)
H (4.206, 0.675, 2.217)
H (4.090, -1.059, 3.954)
H (2.992, -1.994, 2.943)
H (1.309, -0.808, 3.691)
C (1.397, 2.852, 2.665)
C (2.583, 3.153, 1.760)
O (2.643, 4.551, 1.454)
H (1.225, 1.773, 2.658)
H (0.441, 3.280, 2.356)
H (1.528, 3.164, 3.703)
H (2.614, 2.514, 0.876)
H (3.454, 2.853, 2.354)
H (3.436, 4.882, 1.877)
C (-4.548, -1.100, 2.604)
C (-3.728, -0.525, 1.452)
O (-2.346, -0.460, 1.764)
H (-5.609, -0.965, 2.401)
H (-4.279, -0.522, 3.493)
H (-4.307, -2.136, 2.838)
H (-4.024, 0.472, 1.113)
H (-3.917, -1.174, 0.586)
H (-1.990, 0.035, 0.972)
C (2.168, -3.051, -0.054)
C (3.649, -3.377, -0.036)
O (3.927, -4.420, -0.960)
H (1.945, -2.227, 0.622)
H (1.531, -3.907, 0.163)
H (1.914, -2.688, -1.052)
H (3.911, -3.665, 0.991)
H (4.273, -2.495, -0.212)
H (4.818, -4.749, -0.824)
C (-1.779, 2.645, 5.402)
C (-1.530, 1.483, 4.446)
O (-1.888, 1.935, 3.154)
H (-1.641, 2.338, 6.441)
H (-2.821, 2.965, 5.322)
H (-1.182, 3.513, 5.126)
H (-2.147, 0.614, 4.714)
H (-0.490, 1.139, 4.461)
H (-2.055, 1.155, 2.582)
C (0.664, 5.116, -2.020)
C (0.449, 6.093, -0.858)
O (0.293, 5.281, 0.299)
H (1.536, 4.515, -1.765)
H (0.734, 5.648, -2.975)
H (-0.160, 4.411, -2.126)
H (-0.432, 6.724, -0.989)
H (1.285, 6.781, -0.684)
H (1.147, 5.117, 0.737)
C (0.932, -2.297, -4.287)
C (2.055, -1.436, -3.747)
O (2.848, -1.025, -4.873)
H (0.279, -2.682, -3.501)
H (1.377, -3.160, -4.786)
H (0.296, -1.734, -4.968)
H (2.758, -1.929, -3.069)
H (1.641, -0.548, -3.257)
H (3.469, -0.358, -4.560)
C (0.517, -3.564, 3.871)
C (-0.692, -2.714, 3.546)
O (-0.282, -1.386, 3.236)
H (0.206, -4.570, 4.167)
H (1.067, -3.193, 4.739)
H (1.195, -3.639, 3.021)
H (-1.447, -2.689, 4.336)
H (-1.152, -3.137, 2.646)
H (-0.961, -0.999, 2.640)
C (1.452, 2.735, -5.222)
C (0.478, 1.561, -5.295)
O (0.953, 0.596, -6.224)
H (1.061, 3.468, -4.509)
H (1.601, 3.187, -6.201)
H (2.424, 2.442, -4.816)
H (-0.494, 1.922, -5.634)
H (0.343, 1.149, -4.289)
H (1.699, 0.129, -5.802)
C (-2.007, -3.764, -0.530)
C (-3.294, -4.509, -0.166)
O (-3.893, -5.064, -1.336)
H (-1.225, -4.507, -0.681)
H (-1.701, -3.101, 0.284)
H (-2.130, -3.110, -1.394)
H (-4.045, -3.906, 0.358)
H (-3.096, -5.375, 0.470)
H (-4.275, -4.326, -1.822)
C (-3.927, 0.184, -4.096)
C (-2.861, 0.371, -3.039)
O (-3.532, 0.565, -1.802)
H (-3.530, 0.173, -5.114)
H (-4.647, 0.997, -4.010)
H (-4.379, -0.797, -3.945)
H (-2.156, 1.180, -3.261)
H (-2.220, -0.518, -2.946)
H (-2.799, 0.771, -1.163)

Force components x, y, z for each atom (eV/Å):
-0.13 0.25 0.57
-0.46 -0.11 -0.77
-0.44 -1.22 0.40
0.06 -0.13 -0.01
0.09 0.07 0.09
-0.09 0.06 -0.05
0.10 0.28 -0.18
0.22 -0.07 0.13
0.61 0.61 -0.37
-0.37 -0.14 -0.60
0.11 -0.13 0.03
-0.24 -0.24 0.18
-0.05 -0.24 0.12
-0.11 0.03 0.30
0.07 0.05 0.03
-0.09 -0.18 0.30
0.16 0.26 0.05
-0.77 -0.46 -0.28
-0.24 -0.44 1.41
0.62 -0.24 -0.13
0.07 0.00 0.20
0.19 0.11 -0.44
0.39 0.02 -0.07
-0.34 0.43 -0.28
0.25 0.25 -0.26
-0.06 0.29 -0.10
0.70 1.10 0.33
-0.68 -0.78 -0.40
-0.15 -0.22 -0.49
-0.04 -0.18 0.04
-0.28 -0.01 0.12
-0.04 -0.10 -0.32
-0.38 0.01 0.40
0.37 0.04 -0.13
0.85 0.67 -0.28
0.32 0.40 -0.76
-0.09 -0.09 1.03
-0.15 -0.01 -0.14
0.01 -0.12 0.15
0.16 -0.10 0.13
-0.19 -0.08 0.00
0.07 -0.32 -0.03
-0.18 0.11 -0.42
0.03 0.09 0.06
-0.39 -0.36 -0.05
-0.34 0.23 -0.24
-0.10 -0.30 -0.11
0.36 0.16 0.00
-0.04 -0.10 -0.13
0.25 -0.10 0.18
0.00 0.04 0.19
0.08 0.13 0.14
0.26 0.55 0.25
-0.15 0.70 -0.09
0.20 -1.11 0.42
-0.50 0.48 0.42
0.22 0.10 -0.42
0.44 -0.15 0.00
-0.20 0.13 0.34
-0.17 -0.21 0.04
0.17 -0.05 -0.43
-0.24 0.22 -0.35
0.25 -0.39 0.37
-0.07 0.34 -0.07
0.12 0.41 -0.28
0.17 0.09 0.19
-0.17 0.03 -0.20
0.19 0.05 -0.15
-0.51 -0.29 0.20
0.05 -0.09 0.10
0.07 -0.11 -0.04
-0.08 -0.20 0.75
0.15 0.16 -0.77
0.02 -0.18 -0.08
-0.09 -0.05 -0.24
0.05 0.28 -0.14
-0.03 0.06 -0.04
0.12 -0.16 0.17
-0.23 -0.05 0.10
0.09 -0.08 0.29
-0.32 0.11 0.63
0.74 0.38 -0.20
-0.18 -0.16 0.24
0.01 0.16 -0.21
-0.05 0.03 -0.01
0.02 -0.20 -0.14
-0.02 -0.15 -0.10
-0.08 -0.15 -0.04
-0.26 -0.04 -0.26
-0.27 0.01 0.90
-0.05 -0.07 -0.32
-0.26 -0.01 -0.14
0.12 0.19 -0.32
0.05 -0.08 0.08
-0.08 -0.21 -0.14
0.27 0.26 0.00
0.18 0.16 0.05
0.05 -0.11 -0.09
0.50 -0.24 -0.26
0.00 -0.27 0.52
0.49 0.00 -0.24
0.15 0.13 0.05
-0.19 -0.16 0.00
-0.41 0.19 0.08
-0.29 0.30 -0.03
-0.04 -0.16 -0.27
0.09 0.40 0.34

Total charge   -1
Molecular weight   551.82 g mol⁻¹
E   -50608.4690 eV



Quick rundown of relative energy (zero: lowest compared OMol25 entry of this formula, charge and spin), same order as above: 310.0 187.2 0.0 kJ/mol